(1)
18
Properties=species:S:1:pos:R:3:forces:R:3 method="wB97M-V/def2-TZVPD" e_lumo_ev=-3.5 relative_energy_ev=0.0000 total_charge=+1 homo_ev=-13.91
O -0.701105 1.106922 -0.694978 1.71 -0.62 0.78
C 0.098863 0.496791 0.231736 -1.58 1.23 -0.61
C 0.831986 -0.710410 -0.346822 -0.03 0.19 0.49
O 1.955501 -0.232656 -1.109769 0.59 -1.40 0.13
C 2.484601 0.815492 -0.552483 -2.49 2.39 -1.28
O 1.762626 1.471788 0.224691 1.19 -0.19 0.33
O 3.509564 1.288552 -1.177288 0.98 -0.49 0.11
H -1.073707 1.929644 -0.354593 -0.06 0.12 0.16
H 0.042724 0.923396 1.236001 0.15 -0.90 -0.43
H 0.207834 -1.261244 -1.056474 0.08 0.15 0.35
H 1.213741 -1.339008 0.462084 -0.28 0.00 -0.19
H 3.713639 2.194405 -0.899483 -0.03 -0.05 0.20
O -2.793865 -0.675333 -0.611860 0.13 0.37 -0.37
C -2.440310 -1.115627 0.584970 0.21 -1.21 0.00
O -1.317017 -0.759281 1.102562 0.06 0.11 0.28
O -3.165785 -1.956188 1.136139 -0.07 0.30 0.62
Li -2.232013 -2.083412 2.796175 -0.17 0.16 -0.73
H -2.097276 -0.093824 -0.970608 -0.41 -0.16 0.17

=====

(2)
11
Properties=species:S:1:pos:R:3:forces:R:3 method="wB97M-V/def2-TZVPD" e_lumo_ev="-6.4 / -6.4" relative_energy_ev=3.4891 total_charge=+1 homo_ev="-14.80 / -14.80"
C 0.254811 -0.776993 -0.043695 0.23 -2.06 -2.30
C -0.060416 0.450884 -0.247490 -0.46 -1.98 0.84
C -0.158750 2.828343 -0.025305 -1.94 1.20 1.47
C -0.049764 -2.191630 -0.090104 -2.70 -2.69 2.16
N -0.172810 1.562034 0.170251 0.38 4.51 -1.41
H 1.274749 -0.928125 -0.269935 2.19 1.42 0.92
H 0.491072 3.528220 0.475648 1.59 -0.63 -0.22
H -1.009632 3.475081 -0.315386 -0.34 -1.31 -0.19
H -0.808174 -2.817175 -0.628098 0.78 1.32 -0.86
H -0.615678 -2.373153 0.855180 0.33 0.34 0.24
H 0.854592 -2.757487 0.118935 -0.06 -0.11 -0.64

=====

(3)
11
Properties=species:S:1:pos:R:3:forces:R:3 method="wB97M-V/def2-TZVPD" e_lumo_ev=-6.4 relative_energy_ev=5.9384 total_charge=+1 homo_ev=-16.09
C -1.323622 0.055904 -0.098688 -0.06 0.53 1.68
C -2.556262 -0.389568 0.016502 1.32 0.30 -0.21
C -0.408050 1.256505 0.188833 -1.11 -2.83 1.28
C 1.030080 -0.789008 0.115773 -0.34 -1.79 3.77
N 0.086079 0.111559 -0.485781 -0.93 -1.74 -2.16
H -0.754733 2.088268 -0.250081 -0.36 3.10 -1.88
H 0.052760 1.221128 1.134350 0.10 0.68 1.24
H 1.149063 -0.929793 1.256560 -0.91 1.34 -1.59
H 0.702060 -1.734992 -0.147342 -0.82 -2.04 -0.64
H 1.986964 -0.784201 -0.238661 2.49 1.17 -1.42
H 0.035664 -0.105797 -1.491463 0.62 1.27 -0.08

=====

(4)
12
Properties=species:S:1:pos:R:3:forces:R:3 method="wB97M-V/def2-TZVPD" e_lumo_ev=0.2 relative_energy_ev=2.6818 homo_ev=-11.75
C -1.041343 0.608642 0.629840 -1.50 0.37 0.35
C -1.922820 0.309631 1.772996 -2.73 -0.68 3.52
N -2.678071 0.066493 2.665316 3.30 1.01 -3.82
H 0.006346 0.328386 0.738921 -2.34 0.88 1.38
H -1.091304 1.658491 0.340991 -0.06 0.14 0.35
H -1.460422 0.073360 -0.222187 0.13 -0.16 0.06
C 1.097842 -0.185085 -0.741548 0.47 -1.32 -2.39
C 2.057954 -1.140667 -1.406926 -2.35 4.12 3.01
N 2.784798 -1.875642 -1.835542 2.36 -2.61 -1.67
H 0.200943 -0.521258 -1.261796 -0.49 0.04 0.61
H 1.117068 0.869799 -1.015330 0.94 -0.09 -0.29
H 0.929009 -0.192151 0.335267 2.28 -1.70 -1.13

=====

(5)
12
Properties=species:S:1:pos:R:3:forces:R:3 method="wB97M-V/def2-TZVPD" e_lumo_ev=1.0 relative_energy_ev=0.4555 homo_ev=-7.50
N -1.579023 -1.110135 0.761411 0.18 0.01 -0.09
C -0.494206 -0.308666 0.346946 0.17 0.09 -0.12
C 0.632430 0.112967 1.004789 -0.07 -0.10 0.03
C 1.418759 0.853562 0.059055 0.04 -0.08 -0.10
C 0.739947 0.868041 -1.123022 0.12 0.16 0.07
N -0.432196 0.146807 -0.952069 -0.03 0.08 0.15
H -2.065179 -1.479421 -0.048981 0.00 0.01 0.18
H -1.237416 -1.901205 1.297922 -0.16 0.17 0.02
H 0.881500 -0.092367 2.039480 -0.04 -0.03 -0.24
H 2.398501 1.284515 0.232074 -0.23 -0.10 -0.03
H 1.000934 1.263632 -2.094661 -0.09 0.08 0.21
H -1.259637 0.348767 -1.491892 0.10 -0.28 -0.08

=====

(6)
12
Properties=species:S:1:pos:R:3:forces:R:3 method="wB97M-V/def2-TZVPD" e_lumo_ev=0.9 relative_energy_ev=2.8556 homo_ev=-10.01
C 1.279431 -0.176036 0.208041 0.76 -1.12 0.19
C -0.049553 2.102351 0.012140 2.37 -1.32 -1.72
C -0.694033 -1.580488 -0.259458 0.82 0.92 -1.20
C -0.012999 -0.445690 0.520495 -5.17 1.51 0.84
N 2.351968 0.011803 -0.084464 2.91 0.76 -0.75
N -0.794284 1.079933 -0.061747 0.85 -1.60 1.66
H -0.344947 3.009743 -0.519541 -0.53 0.06 0.63
H 1.121237 2.018502 0.118973 -2.07 0.34 0.51
H -0.348755 -2.596463 -0.067085 0.60 0.29 0.02
H -1.753479 -1.645610 -0.184513 -0.91 0.53 0.70
H -0.540229 -1.265939 -1.303189 0.13 -0.75 0.06
H -0.214356 -0.512102 1.620345 0.24 0.37 -0.96

=====

(7)
12
Properties=species:S:1:pos:R:3:forces:R:3 method="wB97M-V/def2-TZVPD" e_lumo_ev=0.7 relative_energy_ev=3.5200 homo_ev=-8.34
C -1.212140 -0.607440 -0.132988 0.82 -1.77 -0.33
N -0.443013 -0.048894 0.928908 0.11 -0.20 1.41
C 0.424706 -0.951422 0.201741 -3.38 -1.34 -1.25
C 1.439907 -0.198323 -0.456454 0.66 2.24 -0.75
N 1.249800 1.084479 -0.354756 1.76 -2.26 -0.25
C 0.064346 1.203573 0.383415 -2.96 3.07 -0.78
H -0.701504 1.524272 -0.428611 0.99 0.09 1.25
H -1.835642 -1.494407 -0.045146 0.41 -0.18 1.05
H -1.837380 0.068993 -0.713755 1.19 0.23 -0.70
H 0.513604 -1.983338 0.524058 0.18 0.24 0.14
H 2.271386 -0.610754 -1.018390 -0.09 0.01 0.06
H 0.065928 2.013256 1.111980 0.32 -0.12 0.14

=====

(8)
12
Properties=species:S:1:pos:R:3:forces:R:3 method="wB97M-V/def2-TZVPD" e_lumo_ev=1.0 relative_energy_ev=5.4758 homo_ev=-8.89
C -2.154736 -0.500219 0.025313 -0.14 -0.02 0.01
C -0.718389 -0.757571 -0.085923 0.28 -0.71 -0.14
C 0.329450 -1.338091 -0.218968 -0.53 -0.04 0.02
N 2.562470 0.125271 0.199861 0.07 0.38 0.02
N 1.794060 1.101670 0.157165 -0.48 0.25 0.05
C 0.841159 1.807430 0.203152 0.62 -0.33 0.06
H -2.506848 0.411491 -0.464833 0.24 -0.08 0.07
H -2.637675 -1.358356 -0.451033 -0.21 0.20 0.08
H -2.468346 -0.477302 1.073421 0.06 0.06 -0.14
H 1.237402 -1.879393 -0.318579 -0.03 0.09 0.03
H 3.091936 0.064115 -0.671242 -0.01 0.18 0.01
H 0.629517 2.800950 0.551662 0.12 0.01 -0.07